A 2-piece molecular cluster, C7H17NO overall. Source: the OMol25 dataset; level of theory: the ωB97M-V functional and the def2-TZVPD basis.

The geometry in ORCA input format:
```
! wB97M-V def2-TZVPD RIJCOSX def2/J DEFGRID3
* xyz 0 1
C 0.17938 0.21108 -1.44309
C 0.10620 -0.33001 -2.86568
C 1.71449 0.29441 -1.01063
C -0.50821 1.55196 -1.32584
H -0.29371 -0.50324 -0.76271
H -0.37667 1.94455 -0.29752
H 0.62442 -1.28577 -2.94888
H 0.56922 0.36622 -3.55946
H -0.93380 -0.47068 -3.16776
H 2.22977 0.92983 -1.72686
H 1.92547 0.70285 -0.02832
H 2.12927 -0.70440 -1.06330
H -1.57667 1.46221 -1.50761
H -0.08320 2.27293 -2.01829
C -1.77952 -0.19692 1.82498
C 0.06998 -1.77263 2.16047
N -0.36088 -0.41125 1.98727
C 0.49519 0.62595 1.94220
O 0.18447 1.78083 1.72189
H 1.53981 0.31927 2.13025
H 1.16291 -1.80472 2.27645
H -0.38173 -2.19626 3.04948
H -2.14031 -0.67585 0.90837
H -1.95454 0.87784 1.76335
H -2.32545 -0.61023 2.68031
H -0.21587 -2.37796 1.28094
*
```

Values from the calculation:
HOMO level, eV: -9.45
HOMO-LUMO gap, Ha: 0.376
Lowest unoccupied orbital energy, eV: 0.77
Structure (SMILES): CN(C)C=O.CC(C)C
Calculated total energy, eV: -11072.3938
ΔE to the lowest compared entry with this formula, charge and spin, kcal per mole: 17.2
Max |F|, eV/A: 1.70

---

C7H17NO as an isolated structure. Source: the OMol25 dataset; level of theory: the ωB97M-V functional and the def2-TZVPD basis.

The geometry in ORCA input format:
```
! wB97M-V def2-TZVPD RIJCOSX def2/J DEFGRID3
* xyz 0 1
C -1.68559 0.65891 -0.67630
C -2.90097 1.00468 0.11397
C -0.38424 0.37422 1.64708
C -1.61697 -0.48664 -1.45368
H -0.95329 1.44089 -0.81950
H -0.76682 -1.30799 -0.74594
H -2.67798 1.61645 0.98652
H -3.42971 0.10807 0.43952
H -3.58333 1.57132 -0.53058
H -1.30122 -0.11538 1.96660
H 0.36791 0.25946 2.42478
H -0.52902 1.44533 1.52931
H -1.02757 -0.44692 -2.36565
H -2.50804 -1.10620 -1.51881
C 1.92505 -0.42910 -1.43555
C 2.71468 0.29226 0.77551
N 1.88068 -0.59875 0.00099
C 0.80319 -1.21357 0.60414
O 0.01886 -1.96785 -0.08795
H 1.00604 -1.53168 1.62478
H 2.68928 0.04242 1.83587
H 3.75205 0.21160 0.44254
H 1.47152 0.52539 -1.73399
H 1.39392 -1.24169 -1.92504
H 2.96528 -0.43551 -1.76777
H 2.37626 1.33029 0.66914
*
```

Values from the calculation:
HOMO level (alpha / beta), eV: -7.06 / -7.06
HOMO-LUMO gap (alpha / beta), Ha: 0.282 / 0.282
Lowest unoccupied orbital energy (alpha / beta), eV: 0.61 / 0.61
Calculated total energy, eV: -11067.7483
ΔE to the lowest compared entry with this formula, charge and spin, kcal per mole: 124.3
Max |F|, eV/A: 1.66

---

A 2-piece molecular cluster, C7H17NP overall. Source: the OMol25 dataset; level of theory: the ωB97M-V functional and the def2-TZVPD basis.

The geometry in ORCA input format:
```
! wB97M-V def2-TZVPD RIJCOSX def2/J DEFGRID3
* xyz 1 3
C 2.70009 -0.36147 1.49782
C 1.19617 -0.75217 1.59617
C 0.77685 -1.15517 2.79245
C 3.34698 -1.01767 0.27468
C -0.55780 -1.77293 3.08096
C -2.59407 2.95021 -2.57564
C -2.12515 -0.31942 -2.63300
N -1.40012 2.32157 -2.03030
P -0.83069 0.77277 -1.99539
H 3.26384 -0.38134 2.41293
H 2.61464 0.70090 1.33762
H 0.71096 -0.86033 0.55357
H 1.45541 -1.21224 3.64219
H 3.32718 -2.13277 0.36103
H 4.37989 -0.70974 0.34985
H 2.87326 -0.67450 -0.61395
H -0.40261 -2.86385 2.67929
H -1.26471 -1.24478 2.48102
H -0.64002 -1.80982 4.20351
H -2.32350 3.93689 -2.48397
H -2.92924 2.47329 -3.50911
H -3.54181 2.87608 -1.91617
H -2.87660 0.07302 -3.25831
H -2.64369 -0.56774 -1.76064
H -1.72816 -1.22338 -2.94875
H -0.78711 2.95460 -1.53783
*
```

Values from the calculation:
HOMO level (alpha / beta), eV: -8.87 / -12.16
HOMO-LUMO gap (alpha / beta), Ha: 0.178 / 0.143
Lowest unoccupied orbital energy (alpha / beta), eV: -4.03 / -8.28
Calculated total energy, eV: -18301.8080
<S²>: 2.0058
ΔE to the lowest compared entry with this formula, charge and spin, kcal per mole: 0.0
Max |F|, eV/A: 6.28

---

A 2-piece molecular cluster, C7H17OP overall. Source: the OMol25 dataset; level of theory: the ωB97M-V functional and the def2-TZVPD basis.

The geometry in ORCA input format:
```
! wB97M-V def2-TZVPD RIJCOSX def2/J DEFGRID3
* xyz 0 1
C -0.03782 -0.94013 3.07607
C 2.33138 -0.21890 2.67898
C -0.68323 -0.91672 -2.35438
C -1.43425 -0.37948 -0.04612
C 0.89723 -0.31569 2.37562
C -0.33518 -0.19413 -1.03032
C -0.08239 1.29677 -1.28822
O -0.10757 2.21868 -0.20530
P -1.50585 1.85362 -2.51247
H 0.73939 1.53007 -1.94038
H 0.26916 -1.31352 4.06048
H -1.12713 -0.93550 2.76405
H 2.77060 0.68947 2.31603
H 2.31774 -0.07616 3.78187
H 2.83198 -1.09357 2.47536
H 0.04141 -0.85145 -3.25379
H -1.56619 -0.43609 -2.67149
H -1.05710 -1.89374 -2.17862
H -1.84519 -1.43054 -0.01102
H -1.35305 0.03514 0.93896
H -2.28172 0.21203 -0.52805
H 0.60512 0.09961 1.41060
H 0.61420 -0.60309 -0.49723
H -0.95924 1.93556 0.18596
H -2.00024 2.79504 -1.67220
H -0.71868 2.69148 -3.24788
*
```

Values from the calculation:
HOMO level, eV: -8.61
HOMO-LUMO gap, Ha: 0.350
Lowest unoccupied orbital energy, eV: 0.91
Structure (SMILES): CC(C)[C@H](O)P.C=CC
Calculated total energy, eV: -18867.8892
ΔE to the lowest compared entry with this formula, charge and spin, kcal per mole: 56.0
Max |F|, eV/A: 3.84